1.
151
Properties=species:S:1:pos:R:3:lowdin_charge:R:1 method="wB97M-V/def2-TZVPD" e_tot_ha=-2756.3748 multiplicity=1 smiles=CC1(C)CCCC(C)(C)N1O.CC1(C)CCCC(C)(C)N1O.COC[C@H](C)N.COC[C@H](C)N.COC[C@H](C)N.OCCO.OCCO.OCCO.OCCO
C -6.479 -4.032 -0.665 -0.0465
C -5.323 -3.765 -1.643 -0.4777
C -4.527 -2.606 -1.021 -0.0349
C -4.342 -4.980 -1.773 -0.1126
C -4.729 -6.197 -2.684 -0.1566
C -5.170 -5.719 -4.099 -0.1360
C -6.090 -4.469 -4.059 -0.5000
C -5.860 -3.844 -5.465 -0.0303
C -7.562 -4.982 -3.946 -0.0344
N -5.793 -3.481 -3.038 -0.1065
O -6.680 -2.393 -3.009 -0.0161
H -6.063 -4.314 0.302 0.0782
H -7.217 -3.240 -0.542 0.0871
H -6.906 -5.022 -0.827 0.0712
H -4.862 -1.646 -1.413 0.0816
H -4.611 -2.711 0.061 0.0794
H -3.461 -2.581 -1.248 0.0745
H -3.399 -4.542 -2.102 0.1061
H -4.174 -5.394 -0.779 0.1135
H -3.925 -6.923 -2.806 0.1029
H -5.555 -6.738 -2.221 0.0962
H -5.688 -6.494 -4.663 0.1165
H -4.213 -5.420 -4.527 0.1066
H -6.308 -2.852 -5.512 0.0776
H -6.382 -4.473 -6.186 0.0815
H -4.801 -3.783 -5.712 0.0790
H -7.791 -5.747 -4.689 0.0781
H -8.219 -4.135 -4.140 0.0745
H -7.892 -5.415 -3.002 0.0732
H -7.504 -2.752 -2.673 0.0737
C 6.828 -6.533 0.489 -0.0586
C 6.317 -6.428 -0.951 -0.4401
C 7.488 -6.951 -1.905 -0.0176
C 5.134 -7.465 -1.018 -0.1440
C 4.298 -7.470 -2.294 -0.1894
C 3.864 -6.029 -2.544 -0.1484
C 4.930 -4.881 -2.480 -0.4103
C 5.677 -4.790 -3.898 -0.0340
C 4.138 -3.496 -2.222 -0.0273
N 5.888 -5.047 -1.333 -0.1692
O 6.909 -4.206 -1.244 0.0001
H 7.688 -5.927 0.774 0.0756
H 6.077 -6.168 1.189 0.0796
H 7.053 -7.546 0.823 0.0854
H 8.418 -6.422 -1.697 0.0741
H 7.627 -8.020 -1.744 0.0753
H 7.284 -6.797 -2.965 0.0556
H 5.501 -8.491 -1.015 0.1113
H 4.405 -7.333 -0.218 0.1177
H 4.851 -7.826 -3.163 0.1045
H 3.437 -8.138 -2.259 0.1106
H 3.128 -5.701 -1.810 0.1064
H 3.372 -5.933 -3.512 0.1138
H 5.040 -4.530 -4.743 0.0732
H 5.974 -5.782 -4.240 0.0493
H 6.634 -4.270 -3.868 0.0740
H 4.873 -2.691 -2.245 0.0722
H 3.585 -3.576 -1.286 0.0709
H 3.389 -3.365 -3.003 0.0714
H 6.702 -3.726 -0.439 0.1174
C -3.016 -5.917 8.379 -0.0840
O -3.008 -5.265 7.083 -0.2035
C -2.149 -4.149 7.101 -0.2247
C -2.040 -3.278 5.809 -0.4109
C -1.471 -4.040 4.556 -0.0521
N -1.122 -2.198 6.100 0.0170
H -3.661 -6.783 8.229 0.0857
H -3.452 -5.288 9.155 0.0848
H -1.998 -6.259 8.566 0.0858
H -2.570 -3.567 7.920 0.1118
H -1.168 -4.485 7.437 0.1213
H -3.024 -2.870 5.579 0.1275
H -1.359 -3.325 3.741 0.0663
H -2.104 -4.896 4.323 0.0675
H -0.503 -4.480 4.796 0.0719
H -1.298 -1.843 7.029 0.0639
H -1.317 -1.409 5.501 0.0722
C 8.937 5.221 1.806 -0.1079
O 8.245 4.071 1.375 -0.2124
C 8.744 2.759 1.689 -0.2037
C 7.601 1.796 2.005 -0.4206
C 8.095 0.497 2.625 -0.0717
N 6.866 1.635 0.707 0.0432
H 9.997 5.135 1.565 0.0834
H 8.750 5.291 2.877 0.0862
H 8.600 6.128 1.304 0.0848
H 9.391 2.439 0.872 0.1255
H 9.459 2.831 2.509 0.1135
H 6.903 2.169 2.755 0.1363
H 8.655 0.784 3.515 0.0741
H 8.680 -0.111 1.936 0.0783
H 7.191 -0.010 2.962 0.0752
H 6.237 2.425 0.683 0.0596
H 7.575 1.731 -0.006 0.0584
C -4.211 11.538 -4.740 -0.1181
O -3.948 10.269 -4.225 -0.2011
C -4.534 9.984 -2.962 -0.1784
C -3.643 8.930 -2.177 -0.4535
C -3.291 7.744 -2.982 -0.0719
N -4.384 8.628 -0.945 0.0232
H -3.861 11.507 -5.772 0.0893
H -3.644 12.283 -4.181 0.0875
H -5.285 11.724 -4.739 0.0875
H -4.610 10.855 -2.311 0.1142
H -5.532 9.561 -3.075 0.1246
H -2.752 9.440 -1.811 0.1304
H -2.621 7.040 -2.488 0.0790
H -2.718 8.072 -3.850 0.0781
H -4.196 7.278 -3.371 0.0899
H -3.740 8.127 -0.351 0.0651
H -4.380 9.533 -0.498 0.0605
O 6.707 5.141 -2.831 -0.0493
C 5.538 5.104 -3.629 -0.2815
C 4.472 4.252 -3.075 -0.2625
O 4.113 4.899 -1.870 -0.0637
H 6.427 5.175 -1.914 0.0738
H 5.187 6.123 -3.795 0.1223
H 5.734 4.606 -4.578 0.1203
H 4.831 3.225 -3.002 0.1262
H 3.621 4.351 -3.748 0.1245
H 3.159 4.889 -1.757 0.0876
O -6.170 4.253 2.841 -0.0847
C -6.783 3.371 1.874 -0.2264
C -6.344 3.645 0.445 -0.2525
O -6.935 4.813 -0.069 -0.0596
H -6.328 3.929 3.731 0.0750
H -6.639 2.310 2.079 0.1116
H -7.839 3.579 2.048 0.1163
H -6.646 2.870 -0.259 0.1194
H -5.262 3.755 0.374 0.1205
H -6.238 5.465 0.030 0.0798
O -1.785 5.056 5.948 -0.0559
C -1.029 6.059 5.307 -0.2670
C -1.794 6.879 4.283 -0.2452
O -2.258 6.057 3.222 -0.0627
H -2.555 5.521 6.286 0.0831
H -0.508 6.613 6.088 0.1153
H -0.184 5.625 4.772 0.1166
H -1.150 7.678 3.915 0.1203
H -2.629 7.416 4.732 0.1148
H -3.047 5.548 3.424 0.0816
O -0.913 1.931 2.891 -0.0722
C 0.271 1.541 2.230 -0.2390
C 0.161 1.924 0.702 -0.1846
O 0.227 3.385 0.579 -0.0929
H -0.847 2.861 3.120 0.0723
H 1.162 1.908 2.738 0.1186
H 0.357 0.457 2.296 0.1087
H -0.782 1.650 0.230 0.1125
H 0.970 1.353 0.246 0.1087
H -0.569 3.723 0.995 0.0613

2.
21
Properties=species:S:1:pos:R:3:lowdin_charge:R:1 method="wB97M-V/def2-TZVPD" relative_energy_kcal_mol=43.03 e_tot_ha=-705.6974 charge=+1 multiplicity=1
C -0.160 1.535 0.204 -0.1995
C 1.218 1.679 0.911 -0.3338
C -1.503 -0.168 -0.810 -0.1110
C -2.790 0.152 -0.145 -0.0123
C 1.966 -1.894 0.050 -0.0690
N 1.888 -0.617 -0.735 -0.4013
N -0.353 0.374 -0.647 0.0079
S 2.581 0.893 -0.129 0.9419
H -0.875 1.639 0.983 0.1026
H -0.227 2.291 -0.570 0.1416
H 1.552 2.706 1.044 0.0939
H 1.274 1.114 1.758 0.0283
H -1.606 -0.919 -1.612 0.1448
H -2.534 1.010 0.459 0.0614
H -2.948 -0.726 0.567 0.1372
H -3.579 0.208 -0.841 0.0814
H 3.025 -2.072 0.289 0.0873
H 1.341 -1.739 1.012 0.1166
H 1.524 -2.651 -0.656 0.1105
H 0.743 -0.166 -0.871 0.0203
H 2.349 -0.793 -1.549 0.0511

3.
90
Properties=species:S:1:pos:R:3:lowdin_charge:R:1 method="wB97M-V/def2-TZVPD" relative_energy_kcal_mol=0.00 e_tot_ha=-5543.0305 multiplicity=1
Ga 0.043 -0.840 -0.021 0.1171
S -1.848 -1.061 1.214 0.8105
C -2.303 -2.578 0.484 -0.7239
N -3.195 -3.396 0.939 0.0860
N -3.772 -3.088 2.081 0.0048
C -4.715 -3.933 2.667 -0.2313
C -5.203 -3.605 3.930 -0.0356
C -6.151 -4.411 4.535 -0.0952
C -6.621 -5.548 3.892 -0.1048
C -6.128 -5.867 2.634 -0.0887
C -5.180 -5.070 2.013 -0.0259
N -1.750 -3.037 -0.704 0.1165
N -0.764 -2.415 -1.143 0.0001
C -0.300 -2.849 -2.423 -0.2332
C -1.226 -3.258 -3.377 -0.0291
C -0.775 -3.644 -4.629 -0.0788
C 0.583 -3.623 -4.918 -0.0826
C 1.495 -3.212 -3.955 -0.0584
C 1.060 -2.814 -2.701 -0.0099
H -3.420 -2.296 2.611 0.0877
H -4.836 -2.719 4.435 0.1097
H -6.523 -4.147 5.516 0.1013
H -7.362 -6.177 4.365 0.0971
H -6.486 -6.752 2.123 0.1023
H -4.798 -5.318 1.034 0.1037
H -2.280 -3.243 -3.136 0.1159
H -1.487 -3.955 -5.382 0.1044
H 0.931 -3.921 -5.898 0.1013
H 2.553 -3.190 -4.178 0.1099
H 1.772 -2.479 -1.961 0.0881
C 4.046 5.493 -0.108 -0.0165
C 2.645 5.605 -0.697 -0.3027
C 1.897 6.855 -0.258 -0.1321
C 1.685 6.855 1.251 -0.1294
C 1.162 5.526 1.735 -0.1270
C 0.566 5.416 2.971 0.0593
C 0.048 4.197 3.400 -0.2511
F -0.523 4.149 4.615 0.0755
C 0.087 3.074 2.624 0.0923
C 0.690 3.160 1.364 -0.0261
C 0.734 1.973 0.516 -0.2534
O 0.293 0.894 0.985 -0.0457
C 1.281 2.142 -0.780 -0.0219
C 1.838 3.350 -1.111 0.0543
N 1.850 4.422 -0.319 0.0213
C 1.239 4.373 0.929 -0.0663
C 1.343 1.072 -1.836 -0.5431
O 1.829 1.333 -2.919 0.0824
O 0.866 -0.098 -1.534 -0.0481
H 4.630 6.379 -0.361 0.0907
H 4.559 4.617 -0.505 0.0899
H 4.015 5.399 0.978 0.0874
H 2.710 5.582 -1.785 0.1474
H 0.932 6.888 -0.769 0.1281
H 2.461 7.735 -0.568 0.1230
H 0.975 7.635 1.526 0.1241
H 2.618 7.094 1.768 0.1230
H 0.476 6.278 3.620 0.1360
H -0.331 2.135 2.957 0.1418
H 2.319 3.444 -2.077 0.1545
O 0.492 -3.417 1.814 0.0836
C 1.509 -2.790 1.618 -0.4704
N 1.607 -1.703 0.780 -0.0784
S 3.143 -1.155 0.581 0.6689
O 3.241 0.225 0.972 -0.2668
O 3.649 -1.509 -0.715 -0.2701
C 3.824 -2.231 1.803 -0.2073
C 5.132 -2.316 2.236 -0.0276
C 5.421 -3.296 3.176 -0.0634
C 4.430 -4.158 3.643 -0.0596
C 3.125 -4.063 3.184 0.0080
C 2.834 -3.080 2.255 -0.1209
H 5.895 -1.648 1.860 0.1229
H 6.431 -3.397 3.551 0.1069
H 4.690 -4.914 4.372 0.1066
H 2.344 -4.726 3.531 0.1252
O -3.393 -0.303 -2.354 -0.5143
S -2.072 0.371 -2.243 0.8803
C -1.277 0.240 -3.891 -0.2798
C -1.418 1.580 -4.617 -0.2169
C -2.581 2.328 -3.969 -0.2357
C -2.356 2.149 -2.476 -0.3068
H -1.844 -0.564 -4.360 0.0902
H -0.243 -0.078 -3.764 0.0730
H -1.562 1.432 -5.688 0.1125
H -0.496 2.153 -4.487 0.1064
H -3.534 1.872 -4.244 0.1140
H -2.612 3.380 -4.256 0.1107
H -3.186 2.425 -1.829 0.0964
H -1.447 2.663 -2.146 0.0855

Number 1: HOMO-LUMO gap 8.164 eV, LUMO level 0.22 eV. Number 2: HOMO-LUMO gap 9.962 eV, LUMO level -3.16 eV. Number 3: HOMO-LUMO gap 6.809 eV, LUMO level -0.50 eV.